# 1
C36H66F4N3O3 | ωB97M-V with the def2-TZVPD basis set

The geometry in ORCA input format:
```
! RIJCOSX wB97M-V def2-TZVPD def2/J DEFGRID3
* xyz 1 1
C -2.242 3.934 -4.125
C -1.085 3.203 -4.723
O -1.190 2.354 -5.539
O 0.150 3.579 -4.248
C 0.694 2.550 -3.401
C 1.519 3.171 -2.287
C 1.387 2.301 -1.027
C 2.526 2.508 -0.005
C 2.067 3.072 1.358
C 2.904 2.566 2.559
C 2.167 1.815 3.683
C 3.034 1.944 4.956
C 4.104 0.862 4.729
C 3.473 -0.132 3.737
C 3.738 -1.621 4.005
C 3.905 -2.057 5.461
F 5.262 -2.219 5.701
N 2.012 0.319 3.559
C 1.586 -0.152 2.205
C 0.234 0.271 1.672
C -0.701 1.092 2.297
C -1.932 1.382 1.701
C -2.251 0.844 0.455
C -1.327 0.014 -0.173
C -0.098 -0.262 0.425
C 1.191 -0.164 4.721
C 0.466 -1.509 4.552
O -0.750 -1.432 3.875
C 0.217 -2.066 5.992
F -0.022 -1.076 6.860
F -0.855 -2.851 5.987
F 1.241 -2.800 6.414
H -1.938 4.574 -3.307
H -2.954 3.209 -3.747
H -2.716 4.507 -4.915
H 1.274 1.838 -3.985
H -0.124 1.987 -2.947
H 2.570 3.190 -2.555
H 1.148 4.163 -2.051
H 0.417 2.454 -0.559
H 1.411 1.257 -1.338
H 3.119 1.601 0.110
H 3.201 3.242 -0.437
H 0.998 2.949 1.499
H 2.241 4.141 1.293
H 3.309 3.444 3.045
H 3.763 2.027 2.167
H 1.263 2.366 3.920
H 2.507 1.668 5.870
H 3.388 2.944 5.157
H 4.629 0.444 5.578
H 4.886 1.372 4.168
H 4.028 0.058 2.831
H 3.053 -2.271 3.472
H 4.706 -1.816 3.551
H 3.559 -1.323 6.182
H 3.452 -3.030 5.612
H 1.600 -1.237 2.217
H 2.335 0.148 1.483
H -0.510 1.513 3.273
H -2.632 2.013 2.224
H -3.204 1.078 0.010
H -1.589 -0.407 -1.131
H 0.590 -0.906 -0.107
H 1.807 -0.234 5.605
H 0.442 0.585 4.950
H 1.053 -2.272 4.054
H -1.288 -0.730 4.260
C 0.266 3.824 -8.310
C -1.207 4.201 -8.320
N -1.524 5.298 -9.215
C -2.868 5.815 -9.030
C -4.054 4.893 -9.345
C -1.097 5.127 -10.593
C -1.629 3.913 -11.368
H 0.888 4.684 -8.055
H 0.436 3.046 -7.566
H 0.595 3.432 -9.273
H -1.480 4.510 -7.307
H -1.799 3.298 -8.536
H -2.967 6.733 -9.616
H -2.952 6.132 -7.985
H -4.215 4.789 -10.417
H -4.969 5.317 -8.925
H -3.928 3.899 -8.917
H -0.005 5.086 -10.604
H -1.344 6.039 -11.141
H -1.616 3.002 -10.767
H -1.002 3.733 -12.244
H -2.643 4.070 -11.732
C -0.723 -5.311 4.126
C -1.882 -6.205 3.712
N -1.498 -7.588 3.509
C -2.538 -8.382 2.875
C -3.850 -8.605 3.636
C -0.813 -8.219 4.625
C -1.537 -8.279 5.977
H 0.086 -5.363 3.392
H -1.066 -4.282 4.185
H -0.324 -5.581 5.104
H -2.278 -5.828 2.765
H -2.690 -6.093 4.452
H -2.113 -9.353 2.608
H -2.775 -7.902 1.920
H -3.740 -9.339 4.432
H -4.609 -8.989 2.951
H -4.239 -7.682 4.069
H 0.140 -7.702 4.772
H -0.532 -9.230 4.322
H -2.038 -7.341 6.220
H -0.814 -8.477 6.771
H -2.273 -9.079 6.013
*
```

Values from the calculation:
- HOMO energy (eV) = -9.044
- LUMO level (eV) = -2.297
- electronic energy (a.u.) = -2200.4655
- Kohn-Sham gap (eV) = 6.7472

# 2
C36H68BCl40F2O2 | ωB97M-V with the def2-TZVPD basis set

The geometry in ORCA input format:
```
! RIJCOSX wB97M-V def2-TZVPD def2/J DEFGRID3
* xyz -1 1
C 4.153 1.335 -0.639
C 4.358 1.073 -1.805
B 4.146 0.666 -3.389
F 2.874 1.207 -3.906
C 4.192 -0.957 -3.626
C 3.418 -1.811 -2.546
C 1.844 -1.681 -2.610
C 1.282 -0.582 -1.623
C -0.283 -0.394 -1.898
C -0.739 0.868 -1.039
C -1.795 1.774 -1.773
C -3.142 1.012 -2.144
C -3.699 1.624 -3.486
C -4.595 0.650 -4.341
C -3.792 -0.438 -5.148
O -2.988 -1.303 -4.341
C -3.764 -2.224 -3.576
C 5.368 1.338 -4.287
C 4.922 1.931 -5.654
O 5.348 2.970 -6.050
F 4.008 1.268 -6.504
H 3.838 1.317 0.413
H 3.819 -1.257 -4.644
H 5.279 -1.284 -3.571
H 3.657 -2.901 -2.766
H 3.828 -1.600 -1.515
H 1.435 -1.576 -3.665
H 1.429 -2.666 -2.225
H 1.736 0.428 -1.789
H 1.462 -0.841 -0.538
H -0.771 -1.350 -1.575
H -0.453 -0.198 -2.995
H 0.162 1.501 -0.809
H -1.129 0.492 -0.056
H -2.055 2.609 -1.056
H -1.346 2.238 -2.693
H -3.871 1.185 -1.302
H -2.929 -0.084 -2.185
H -4.350 2.499 -3.201
H -2.891 2.025 -4.154
H -5.145 1.279 -5.099
H -5.389 0.166 -3.711
H -4.553 -1.085 -5.690
H -3.183 0.058 -5.954
H -3.894 -3.214 -4.110
H -3.191 -2.433 -2.624
H -4.779 -1.859 -3.283
H 6.132 0.541 -4.528
H 5.823 2.167 -3.676
C 6.339 2.903 2.158
Cl 5.460 3.187 3.676
Cl 5.262 3.036 0.760
H 7.131 3.641 2.067
H 6.766 1.904 2.181
C 2.754 5.042 2.452
Cl 2.990 6.765 2.119
Cl 1.150 4.736 3.132
H 2.855 4.486 1.525
H 3.511 4.715 3.162
C 4.777 -4.044 0.631
Cl 5.028 -2.328 0.310
Cl 3.166 -4.346 1.299
H 4.880 -4.595 -0.301
H 5.523 -4.382 1.345
C -7.795 -1.752 -5.483
Cl -7.973 -0.121 -6.148
Cl -7.388 -1.706 -3.763
H -8.731 -2.287 -5.607
H -6.998 -2.269 -6.019
C 0.811 6.270 7.063
Cl 1.327 4.676 7.635
Cl 1.737 6.777 5.648
H -0.242 6.223 6.797
H 0.959 6.993 7.860
C -8.195 -1.855 0.267
Cl -9.459 -2.616 -0.708
Cl -6.776 -1.459 -0.712
H -8.589 -0.939 0.701
H -7.901 -2.544 1.059
C 5.674 -0.684 4.482
Cl 4.320 -1.293 3.525
Cl 7.103 -0.414 3.471
H 5.384 0.257 4.944
H 5.919 -1.412 5.251
C -10.321 -5.042 -7.172
Cl -8.711 -4.352 -7.396
Cl -11.095 -4.404 -5.716
H -10.934 -4.794 -8.035
H -10.231 -6.121 -7.080
C -5.700 -5.594 -5.247
Cl -5.611 -3.862 -5.602
Cl -7.289 -6.045 -4.614
H -5.516 -6.155 -6.162
H -4.942 -5.836 -4.505
C -10.122 -4.108 3.011
Cl -10.062 -5.456 1.874
Cl -8.627 -3.160 2.964
H -10.955 -3.461 2.750
H -10.256 -4.499 4.016
C -6.551 -5.889 4.551
Cl -8.211 -6.116 5.118
Cl -5.604 -7.370 4.725
H -6.575 -5.606 3.501
H -6.085 -5.101 5.136
C 2.979 -2.276 -7.248
Cl 1.315 -2.361 -6.660
Cl 3.786 -3.847 -7.127
H 2.969 -1.965 -8.289
H 3.526 -1.551 -6.651
C -2.275 0.229 -9.093
Cl -2.897 -1.417 -8.910
Cl -3.224 1.382 -8.148
H -1.245 0.256 -8.749
H -2.323 0.509 -10.142
C 8.964 5.871 0.172
Cl 8.289 4.249 0.354
Cl 8.100 7.042 1.176
H 10.008 5.854 0.470
H 8.882 6.171 -0.870
C -3.414 -7.310 -8.193
Cl -3.335 -5.580 -8.540
Cl -5.003 -7.765 -7.558
H -3.229 -7.863 -9.109
H -2.656 -7.556 -7.453
C 0.501 5.327 11.255
Cl 0.453 6.977 10.625
Cl 0.956 5.304 12.963
H -0.484 4.880 11.147
H 1.230 4.755 10.687
C 7.314 1.935 6.632
Cl 5.650 1.890 7.229
Cl 8.093 0.356 6.786
H 7.306 2.224 5.583
H 7.876 2.663 7.210
C 3.287 -3.923 6.477
Cl 3.181 -5.251 5.318
Cl 4.869 -3.136 6.411
H 2.520 -3.188 6.243
H 3.131 -4.315 7.478
C 6.541 5.497 8.729
Cl 5.021 6.306 8.340
Cl 7.627 5.469 7.335
H 7.026 6.028 9.544
H 6.328 4.474 9.029
C 2.897 8.322 14.363
Cl 3.404 8.247 16.055
Cl 4.288 8.310 13.273
H 2.273 7.461 14.144
H 2.334 9.238 14.205
*
```

Values from the calculation:
- HOMO energy (eV) = -5.398
- LUMO level (eV) = 1.373
- electronic energy (a.u.) = -20195.1418
- Kohn-Sham gap (eV) = 6.7715